144
Properties=species:S:1:pos:R:3:forces:R:3 method="wB97M-V/def2-TZVPD" homo_ev=-8.92 charge=0 molar_mass_g_mol=1104.141 fmax_ev_per_a=3.7 e_lumo_ha=-0.019 total_energy_ev=-105123.9615 relative_energy_kj_mol=0.00
C 17.7219 19.1000 14.5200 -0.728 0.180 -0.058
O 21.6645 17.5699 20.5277 0.460 1.019 0.373
C 15.7354 20.2189 21.1911 1.897 1.057 1.980
C 21.6753 19.6717 16.7304 -2.278 -0.238 -0.226
N 17.6902 14.0404 19.4758 0.022 -1.245 1.804
O 21.3619 17.4792 17.5145 0.131 1.207 -0.633
H 22.9469 15.0863 14.9162 0.391 -0.043 0.150
C 16.0872 17.3861 13.8429 -1.105 -0.572 -1.600
C 13.0706 11.1842 15.3031 1.921 -1.307 -0.468
H 24.7638 20.7476 17.3281 0.346 0.250 0.082
C 12.0487 14.7081 16.4095 0.400 0.252 -1.661
C 21.0498 20.7871 16.2527 -0.981 2.523 -0.070
H 16.3449 15.2180 22.4913 -0.981 0.315 -0.090
C 13.6690 20.3440 19.3616 -1.169 -0.367 0.347
C 15.3529 10.3202 15.8553 -0.626 -0.065 2.528
N 22.6700 17.4457 14.2304 -1.348 0.992 -0.470
N 10.9872 15.5478 16.4256 1.235 -0.401 2.594
H 23.4736 19.2904 13.4731 0.387 -0.172 0.180
H 10.7131 15.8843 17.3379 -0.142 0.095 -0.346
C 16.6654 13.9559 15.9321 0.029 0.036 -2.578
H 15.3262 22.2813 21.5333 0.187 -0.119 -0.043
N 16.0738 12.8165 12.7742 -1.953 -0.903 1.474
O 12.4412 14.2562 15.3168 -0.291 0.257 1.637
C 16.7822 19.4315 15.5165 -0.737 -0.547 0.078
H 15.8811 13.0129 17.6304 0.812 0.736 0.130
C 12.7021 14.4064 17.7330 1.201 0.141 -0.732
H 12.5113 11.9133 15.8382 0.104 0.615 0.698
H 20.6481 23.0598 19.8849 0.011 1.128 0.105
H 15.9088 13.4921 15.2744 0.291 0.395 0.672
C 13.2217 15.2187 21.1385 -1.377 0.165 -1.158
H 23.7379 22.8949 16.3500 -0.339 -0.970 0.147
O 18.5931 14.5348 20.1321 -0.324 0.103 -0.352
H 10.7208 16.2563 14.4985 0.257 -0.016 -0.055
C 17.4554 12.5247 12.6434 1.785 2.964 -1.227
C 15.5685 18.7927 15.6913 -0.308 -1.321 -1.830
O 20.4032 16.8862 14.1313 0.406 1.395 -0.828
H 18.5253 22.3294 19.0289 -1.045 0.028 -0.288
C 22.9629 19.6678 17.0828 1.263 0.689 0.608
H 16.6803 8.8806 16.6425 0.322 -1.194 -0.350
C 21.1170 19.7450 20.1207 -0.712 0.200 0.401
H 11.4158 15.0165 22.3023 0.134 0.039 0.131
O 13.0504 15.2502 25.8174 0.406 -0.100 1.141
H 16.9647 10.4191 17.2252 0.104 0.527 0.061
O 15.9375 10.7700 14.9056 0.202 0.604 -1.940
H 21.9591 19.4393 14.3325 -0.366 0.344 0.485
C 17.6594 14.7485 15.3204 -0.144 -0.073 0.829
H 19.5650 18.2149 19.6787 0.763 0.194 0.114
C 13.1579 15.2493 23.5334 -1.275 -0.396 0.133
H 12.3045 14.9438 18.5832 -0.213 0.092 -0.364
H 12.6097 13.3499 17.8848 -0.220 -0.783 0.297
C 10.5556 10.2709 20.1984 0.790 1.370 2.179
H 12.6755 15.2339 20.1316 1.037 -0.143 2.067
C 14.0877 14.2173 12.7145 -0.835 -0.722 -0.894
H 10.0800 11.1841 20.5964 -0.007 -0.035 -0.712
O 14.9223 17.1572 18.8273 -1.678 -0.324 -1.076
H 19.4508 15.3464 18.1759 0.080 0.421 -0.150
C 21.5824 16.6107 14.2713 -0.174 -0.920 1.766
N 17.0007 20.5350 16.4355 0.946 -0.754 0.824
H 13.6665 11.6230 14.4936 -0.534 0.028 0.162
C 11.9646 10.5936 19.7332 0.925 -0.671 -0.234
C 12.4948 15.1320 22.3237 -0.461 0.405 0.125
C 10.1983 15.7329 15.2988 -0.249 0.080 -2.053
H 15.8241 18.1251 20.6783 0.130 0.135 0.155
O 16.4028 20.5980 17.5127 0.244 0.205 -1.176
O 23.2067 19.0265 20.7890 1.615 1.035 0.521
C 14.5909 15.2858 21.1970 1.228 -0.585 -0.193
C 21.8828 15.2159 14.7580 2.316 0.147 -2.465
H 13.6873 10.2306 17.0210 -0.042 -0.523 1.234
H 17.9441 17.8434 12.7922 -0.380 -0.219 0.674
C 17.2843 18.0895 13.6406 1.356 0.243 0.169
H 17.9928 12.1388 13.5011 -0.632 -0.327 0.392
C 15.5204 14.0149 12.3560 1.698 -0.833 -0.312
H 16.5404 20.3015 21.9997 -1.029 -0.736 -1.492
C 21.7963 21.9787 16.1749 0.940 -1.453 -0.540
H 19.9745 20.8684 16.0449 0.601 -0.492 0.075
N 22.0802 18.7358 20.5422 -1.395 -2.342 -0.956
C 20.3954 22.0382 19.8984 -0.231 -2.475 -0.854
H 23.5458 16.9827 14.1846 0.639 -0.101 0.062
H 17.8294 13.5954 12.5015 0.481 -1.479 -0.147
H 21.9908 18.7059 12.7513 -0.177 0.331 -0.280
O 19.6765 18.4815 16.7042 -1.172 0.730 -0.573
H 21.6507 14.5309 13.9476 -0.392 -0.206 0.019
H 9.9034 14.7759 14.8947 -0.249 -0.315 -0.255
H 10.6181 9.7144 21.1363 0.122 -0.476 -0.188
C 18.6786 14.9965 17.5099 0.398 -0.508 -0.712
H 23.2830 18.7622 17.4739 1.118 -1.453 0.749
H 12.3872 10.4654 14.9324 -0.910 -0.434 -0.895
C 19.8978 19.2516 19.7100 -2.098 1.498 -0.300
C 14.3027 11.0062 20.5827 0.369 -1.125 0.992
H 12.4874 10.6698 21.6399 0.593 0.214 -0.510
H 15.5903 12.1942 13.4620 0.239 0.917 -0.989
H 15.7931 16.5012 13.2086 0.786 1.243 0.347
C 13.9482 21.4701 20.1414 1.181 -2.140 -1.095
H 14.1941 17.3251 14.9307 -0.116 -0.240 -0.239
H 15.0240 15.3538 24.5596 0.095 0.170 0.441
C 22.5279 18.8147 13.6864 -0.018 -1.412 -0.762
O 11.1737 15.0299 24.8186 0.014 -0.201 -0.462
O 12.8519 17.8727 18.5143 -0.800 -1.122 -1.101
C 18.9037 20.2122 19.3356 1.251 -0.799 0.546
C 19.1624 21.5498 19.3699 2.074 1.357 1.117
H 15.6098 9.5153 17.9254 0.212 0.049 -0.790
C 18.6618 15.2556 16.1289 -0.225 0.909 0.542
C 16.6825 13.6916 17.2605 -1.219 -1.689 0.891
H 9.9227 9.7585 19.5347 -0.461 -0.422 -1.137
H 17.6640 15.0358 14.2673 -0.233 -0.330 0.275
H 18.7176 19.6271 14.5004 -1.420 -0.808 -0.347
H 14.4344 11.5847 19.6771 0.667 0.044 -0.005
N 20.8374 18.4677 16.9770 1.446 -1.741 0.933
H 21.4232 14.9280 15.6344 -1.427 -0.248 1.740
C 17.7242 14.1555 18.0438 -0.316 1.199 -0.492
N 14.0245 10.3718 16.1058 -0.397 1.484 -1.285
H 17.9224 19.9156 19.0763 -0.658 -0.579 -0.467
H 13.5575 14.0026 11.7275 0.210 0.680 1.406
C 23.7388 20.8220 17.0248 -0.255 -1.000 -0.629
O 16.1730 14.7938 11.6467 -0.768 -0.394 0.870
C 23.1707 21.9422 16.4692 -0.330 1.792 0.278
H 14.8264 9.9826 20.5606 -0.501 1.553 -0.327
C 15.2359 15.3182 22.4522 1.363 -0.116 -1.411
C 21.3791 21.1212 20.2463 -0.519 -0.404 -0.687
H 14.6674 11.5295 21.5206 -0.400 -0.356 -1.387
N 12.3810 15.1453 24.8289 0.236 0.594 -1.181
O 12.3502 10.5912 18.5799 -0.518 0.131 -1.361
H 22.3687 21.4514 20.4620 0.527 0.074 0.500
H 19.2972 16.0279 15.7037 0.242 -0.461 0.175
N 12.8752 10.7997 20.7007 -1.468 -0.109 2.614
H 13.7132 13.5451 13.4828 0.153 -0.354 -0.227
N 13.9823 17.9513 18.8949 2.473 0.932 2.131
H 21.4136 22.8898 15.7557 -0.502 0.120 0.046
H 14.9896 18.9498 16.5653 -0.493 0.640 0.433
C 16.1628 9.7374 16.9846 -0.468 0.177 1.123
H 13.8036 14.5773 17.6576 -0.838 0.164 0.017
C 15.0790 21.3943 20.9576 -1.532 1.513 0.496
O 17.8832 21.2887 16.0851 0.034 1.042 0.408
C 15.3563 19.0898 20.5310 1.275 -1.467 1.055
H 15.1725 15.1579 20.2607 -0.393 0.402 0.900
C 14.5237 15.3747 23.6170 0.053 -0.494 0.080
H 17.7534 11.9765 11.7428 -0.329 -0.101 0.125
O 16.7817 13.3903 20.0106 0.366 0.492 -0.790
C 15.1345 17.8152 14.7436 1.727 0.911 2.205
C 14.3252 19.1593 19.6767 -1.091 0.843 -2.134
H 13.3235 22.2992 20.0208 -0.406 1.435 -0.037
H 12.8679 20.2881 18.5950 0.585 0.303 0.742
H 13.8707 15.1832 13.1578 0.068 0.413 -0.616
H 9.3395 16.3160 15.4982 -0.960 0.505 0.513